1.
90
Properties=species:S:1:pos:R:3:forces:R:3:lowdin_charge:R:1 method="wB97M-V/def2-TZVPD" multiplicity=1 largest_force_ha_per_bohr=0.0582 gap_ev=7.571 lumo_energy_ev=-0.41 homo_ha=-0.29322 total_energy_ha=-6214.62877 smiles="[H]/N=C/C[C@]1([PH2]=O)[C@](CN)(P(O)Cl)[C@](C=C)([C@@H](Cl)CC)[C@](F)(Br)OS1(=O)=O.CCN(CC)CC.CCN(CC)CC"
H 1.000 3.578 -0.484 -0.0288 0.2390 -0.0451 0.0629
N 0.025 3.605 -0.185 -0.1102 -0.0518 -0.9830 0.1374
C -0.083 3.234 1.009 0.2604 -0.1711 0.0017 -0.2875
C -1.454 3.241 1.643 0.7656 0.3547 0.6060 -0.2028
C -1.997 1.978 2.405 0.0450 0.7978 -1.3462 -0.4510
P -1.169 2.095 4.096 -0.6025 -0.2473 2.1185 0.7604
O -1.697 1.286 5.215 0.0490 -0.4103 -0.1999 -0.4125
C -2.045 0.595 1.672 -0.0505 -0.7125 1.6313 -0.4284
C -2.349 -0.470 2.784 -0.7926 -0.5692 0.8412 -0.2680
N -1.155 -0.910 3.505 0.0264 -0.4595 0.2048 -0.0262
P -0.384 0.018 0.894 0.3439 0.4841 -1.7610 0.7137
O -0.454 -1.639 0.952 0.1810 0.8155 0.5396 -0.3369
Cl 1.286 0.432 2.087 -0.2640 -0.2004 0.2200 0.2591
C -3.139 0.527 0.502 2.1625 -1.3997 0.0659 -0.3648
C -3.092 -0.918 -0.063 -0.8668 -0.7818 1.1960 -0.2496
C -4.052 -1.889 0.127 0.2573 0.1967 -0.1024 -0.0109
C -2.718 1.422 -0.742 -1.2906 0.5181 -0.5709 -0.5357
Cl -2.847 0.518 -2.349 0.2612 0.1615 0.2948 0.6754
C -3.524 2.695 -1.072 0.8904 1.3909 -0.7402 -0.3167
C -2.666 3.606 -2.019 -0.3255 -0.1986 -0.1702 -0.1166
C -4.546 0.826 1.008 -1.5189 -0.1041 0.1007 -0.8119
F -4.953 -0.041 1.966 0.5474 -0.3503 0.1312 0.0242
Br -5.953 0.631 -0.360 0.2014 0.2429 0.0762 0.9174
O -4.751 2.100 1.561 1.6716 -0.0490 -0.4066 -0.1853
S -3.742 2.517 2.776 -1.1951 1.2997 2.4180 0.6476
O -4.242 1.950 3.979 0.1916 -1.5700 -0.2020 -0.2301
O -3.780 3.939 2.846 0.4475 0.5892 -1.3905 -0.2424
H 0.848 3.032 1.540 -0.4804 -0.2660 0.6740 0.0743
H -2.150 3.691 0.939 -0.0068 -0.4296 -0.1830 0.1007
H -1.368 4.022 2.411 -0.1554 -0.0123 -0.0555 0.0940
H 0.229 1.956 4.011 -0.1746 0.2514 -0.8249 -0.0023
H -1.387 3.455 4.440 0.1784 -0.0471 -0.7330 0.0502
H -3.042 -0.067 3.526 0.0493 0.2014 -0.1965 0.1006
H -2.867 -1.349 2.403 0.0703 0.2848 -0.5053 0.1048
H -0.976 -1.879 3.264 0.2850 0.2068 -0.2733 0.0635
H -1.321 -0.938 4.506 -0.0886 0.5908 -0.0638 0.0744
H 0.471 -1.902 0.798 -0.2794 -0.3403 -0.0002 0.0484
H -2.200 -1.275 -0.564 -0.5130 1.1180 -1.6770 0.0698
H -4.648 -2.186 -0.739 1.3736 -1.6133 -0.3291 0.0669
H -4.270 -2.375 1.075 -1.4633 1.4440 0.3363 0.0687
H -1.673 1.718 -0.707 0.0405 -0.2931 0.3132 0.0393
H -3.819 3.336 -0.242 0.0549 -0.4965 0.2997 0.0932
H -4.420 2.503 -1.649 -0.1652 -0.5069 0.4035 0.0469
H -2.495 4.594 -1.592 0.0771 -0.0839 0.0474 0.0673
H -1.700 3.168 -2.266 0.0108 0.0662 0.1406 0.0400
H -3.191 3.738 -2.966 0.0165 0.0610 0.0447 0.0678
C 0.501 -5.370 3.892 0.0535 -0.0205 0.0426 -0.0873
C 0.831 -5.762 2.459 -0.0175 -0.1171 0.1700 -0.2753
N 2.080 -5.201 1.972 0.0590 0.3148 -0.2859 -0.2015
C 2.256 -5.350 0.535 -0.1389 0.0027 -0.1490 -0.2552
C 2.378 -6.774 -0.021 0.0850 0.0147 -0.1840 -0.0851
C 3.261 -5.479 2.773 0.0560 0.0032 0.3821 -0.2484
C 3.634 -6.946 3.021 0.1499 -0.0334 -0.0117 -0.0829
H 0.493 -4.285 4.010 0.0722 -0.0044 -0.0087 0.0707
H -0.488 -5.746 4.157 0.0097 -0.0128 -0.0200 0.0742
H 1.210 -5.792 4.607 -0.0046 0.0364 0.0100 0.0661
H 0.015 -5.395 1.829 0.1465 -0.0093 -0.1914 0.1157
H 0.819 -6.859 2.381 -0.1034 -0.0154 0.0264 0.1004
H 3.128 -4.771 0.218 0.0671 -0.0218 0.1705 0.1104
H 1.406 -4.867 0.040 -0.0928 -0.0404 0.1262 0.1033
H 3.354 -7.209 0.188 -0.0356 -0.0411 0.0547 0.0552
H 2.266 -6.753 -1.107 -0.0125 0.0115 0.0132 0.0716
H 1.608 -7.438 0.372 0.0063 0.0174 0.0266 0.0670
H 3.132 -4.996 3.746 -0.1119 -0.0149 -0.0230 0.1011
H 4.117 -4.966 2.329 -0.1049 0.0053 -0.1688 0.1142
H 2.769 -7.558 3.281 -0.0191 0.0309 -0.0085 0.0678
H 4.338 -7.010 3.852 -0.0215 0.0267 0.0051 0.0723
H 4.124 -7.393 2.158 -0.0824 -0.0581 -0.0067 0.0535
C 1.389 5.342 -5.368 -0.0355 -0.0169 -0.0355 -0.0896
C 2.635 4.697 -4.779 -0.0896 0.0454 -0.1896 -0.2762
N 2.343 3.676 -3.790 0.0385 -0.0809 0.3432 -0.1997
C 3.512 3.257 -3.034 0.1432 0.1213 0.1364 -0.2586
C 4.645 2.552 -3.789 0.0806 -0.1141 0.1032 -0.0860
C 1.460 2.606 -4.223 -0.2995 -0.0193 -0.1689 -0.2504
C 1.888 1.775 -5.439 -0.0536 -0.1685 0.0103 -0.0800
H 0.751 5.750 -4.582 -0.0014 -0.0631 0.0196 0.0793
H 1.676 6.162 -6.028 0.0183 -0.0148 0.0024 0.0725
H 0.803 4.639 -5.961 -0.0118 0.0141 0.0147 0.0646
H 3.219 5.485 -4.297 0.0801 -0.1339 0.1087 0.1175
H 3.254 4.310 -5.604 0.0239 0.0577 -0.0329 0.1003
H 3.188 2.617 -2.208 -0.1129 -0.0517 -0.0903 0.1048
H 3.931 4.148 -2.554 -0.0509 0.0696 -0.0983 0.1079
H 4.389 1.523 -4.038 -0.0118 0.0239 -0.0787 0.0549
H 5.536 2.513 -3.157 -0.0158 0.0200 0.0024 0.0705
H 4.920 3.075 -4.705 -0.0359 0.0068 -0.0050 0.0672
H 0.479 3.040 -4.435 0.0634 0.0882 -0.0293 0.0980
H 1.275 1.932 -3.381 0.1705 0.0763 0.0876 0.1113
H 2.271 2.393 -6.252 -0.0028 0.0285 0.0268 0.0678
H 1.029 1.223 -5.827 -0.0110 0.0280 0.0119 0.0725
H 2.645 1.037 -5.181 0.0677 0.0591 -0.0546 0.0540


2.
13
Properties=species:S:1:pos:R:3:forces:R:3:lowdin_charge:R:1 method="wB97M-V/def2-TZVPD" multiplicity=3 largest_force_ha_per_bohr=0.2324 gap_ev="6.234 / 6.620" lumo_energy_ev="0.69 / -2.22" homo_ha="-0.20370 / -0.32482" total_energy_ha=-592.25865 s2=2.01 de_lowest_kcal_mol=77.4
C -2.188 -1.068 0.110 1.6050 -7.1499 -0.4190 -0.0810
C -2.901 0.047 0.037 -5.1803 10.7716 -0.0659 -0.0971
C 3.240 0.060 -0.378 -0.8632 -1.1358 -2.4789 -0.4584
O 0.820 -0.992 -0.156 0.3812 2.2478 -0.4234 -0.5102
S 1.960 -0.102 0.815 -1.5221 -0.4478 0.0909 0.7916
H -2.662 -1.843 -0.403 -0.1163 -1.6699 -0.8049 0.0505
H -1.241 -1.236 0.396 2.9398 -0.2095 1.2722 -0.0113
H -3.887 0.124 -0.463 0.7634 -0.3453 0.5204 0.0605
H -2.493 1.082 0.270 -0.3303 -1.4437 -0.4410 0.0720
H 4.075 0.724 -0.168 0.3098 -0.7698 0.5974 0.0486
H 3.312 -0.955 -0.855 1.4058 0.5332 1.0879 0.0530
H 2.819 0.499 -1.269 -0.5465 0.9944 -0.2111 0.0144
H 0.312 -0.316 -0.724 1.1538 -1.3753 1.2755 0.0673


3.
51
Properties=species:S:1:pos:R:3:forces:R:3:lowdin_charge:R:1 method="wB97M-V/def2-TZVPD" multiplicity=2 largest_force_ha_per_bohr=0.0699 gap_ev="8.082 / 7.124" lumo_energy_ev="0.23 / -1.12" homo_ha="-0.28853 / -0.30292" total_energy_ha=-3005.88680 s2=0.76 de_lowest_kcal_mol=101.5
P -1.487 0.373 -1.106 0.7361 -2.8694 -2.0313 0.9068
P -0.536 0.344 2.114 1.4839 -2.0069 0.3248 0.9275
C -1.207 -1.281 -0.147 -1.0466 1.2645 -0.0710 -0.4036
C -1.740 -1.176 1.247 -0.6381 0.8093 1.3078 -0.3126
H -0.130 -1.378 -0.156 0.3887 0.3812 0.0133 0.0296
H -1.549 -2.168 -0.693 -0.4327 0.2244 0.2289 0.0877
H -2.813 -0.929 1.284 0.1714 -0.4086 -0.0499 0.0624
H -1.540 -2.097 1.806 -0.3563 0.4241 0.2288 0.0692
C 0.252 -1.087 2.905 1.1023 -1.0593 0.5249 -0.3549
H 1.136 -0.744 3.454 -0.0531 -0.3042 -0.1250 0.0437
H 0.499 -1.978 2.330 0.0050 0.2553 -0.1643 0.0252
H -0.530 -1.353 3.635 0.5448 -0.2947 -0.0924 0.0554
C -0.536 1.079 3.837 -0.9393 0.2992 -0.0593 -0.2619
H -0.064 0.393 4.553 -0.4347 0.3564 -0.1993 0.0289
H -1.556 1.327 4.120 0.1651 0.3255 0.3479 0.0069
H 0.091 1.979 3.774 -0.3870 -0.0306 -0.0880 0.0511
C -1.434 -0.761 -2.644 0.2347 0.6356 -0.6921 -0.2715
H -1.208 -0.160 -3.531 -0.1678 -0.2324 -0.0293 0.0317
H -2.410 -1.259 -2.769 0.2775 0.2837 0.1090 0.0423
H -0.663 -1.549 -2.568 -0.2699 0.6434 0.1342 0.0298
C -3.259 0.871 -1.356 -0.3255 -0.5678 0.2269 -0.2626
H -3.735 1.341 -0.478 -0.1455 -0.1531 -0.4501 0.0194
H -3.854 0.034 -1.730 -0.1606 0.1835 0.1995 0.0447
H -3.194 1.635 -2.142 0.0442 -0.0789 0.2327 0.0633
Cu -2.175 1.301 0.940 -0.2656 -0.0545 -0.4938 -0.0959
C 2.536 -0.617 0.460 -0.9900 0.1536 0.2981 -0.1119
C 2.083 -1.790 -0.018 0.3019 0.3949 1.6655 -0.1613
C 2.568 -2.483 -1.216 -0.1682 0.2719 -0.9937 -0.1916
C 2.948 -1.542 -2.380 0.4797 -0.6037 0.0821 -0.1909
C 1.919 -0.616 -2.912 -1.2835 1.1484 -0.4623 -0.1222
C 1.577 0.631 -2.532 -0.4979 -0.9801 -0.2672 -0.1416
C 1.812 1.317 -1.248 0.4994 0.2453 1.2502 -0.2125
C 2.790 0.731 -0.169 0.4942 0.8980 -0.1417 -0.1813
C -1.536 3.081 0.511 0.1366 1.7921 -0.3497 -0.1473
H 2.592 -0.503 1.549 -0.8144 -0.2140 -0.2111 0.0874
H 1.492 -2.396 0.695 1.0237 -0.1114 -0.1764 0.0880
H 1.924 -3.330 -1.508 0.1614 0.3965 -0.0956 0.1161
H 3.525 -2.887 -0.864 -0.1734 -0.4710 -0.2426 0.1193
H 3.836 -0.973 -2.082 -0.1018 -0.1488 -0.0356 0.1136
H 3.236 -2.212 -3.196 0.2539 0.2594 -0.0085 0.1093
H 1.307 -0.995 -3.740 0.5032 0.0403 -0.0171 0.0961
H 0.772 1.151 -3.089 0.5863 -0.5131 0.0173 0.1002
H 0.778 1.402 -0.836 0.7570 -0.1115 0.2072 0.0387
H 2.111 2.373 -1.359 0.0266 -0.2762 -0.2809 0.1146
H 3.843 0.849 -0.511 -0.5282 0.0370 0.1203 0.1128
H 2.649 1.429 0.698 0.4336 -0.3688 -0.7909 0.1075
H -2.363 3.726 0.826 0.4198 -0.0717 -0.0472 0.0103
H -1.207 3.332 -0.506 0.0063 -0.3975 0.2895 0.0150
H -0.727 3.041 1.241 -0.0134 0.3920 -0.2038 -0.0001
N -3.533 2.594 3.224 0.1287 -1.3177 -1.7258 0.0033
C -3.292 1.930 2.284 -1.1723 1.5302 2.7872 -0.3340


4.
64
Properties=species:S:1:pos:R:3:forces:R:3:lowdin_charge:R:1 method="wB97M-V/def2-TZVPD" multiplicity=7 largest_force_ha_per_bohr=0.0371 gap_ev="6.718 / 7.761" lumo_energy_ev="-3.69 / -2.65" homo_ha="-0.38247 / -0.38250" total_energy_ha=-4216.55999 s2=12.02 de_lowest_kcal_mol=27.3 total_charge=+1
Eu -0.624 -1.213 -0.839 -1.8291 -0.4893 0.2450 1.4079
C -4.578 -0.503 0.470 -0.0348 0.0454 0.1402 -0.4989
C -3.802 0.533 1.279 -0.1743 -0.0462 -0.0200 -0.4978
S -2.027 0.274 1.469 0.2463 0.0397 -0.0538 0.8136
C -1.858 -0.828 2.881 0.0036 -0.1287 0.1298 -0.5129
C -2.325 -2.269 2.715 -0.0664 0.0698 0.0414 -0.4807
S -1.521 -3.163 1.348 0.1174 0.0619 0.0164 0.8347
C -2.951 -4.024 0.652 -0.0446 -0.0980 -0.0945 -0.5133
C -2.629 -4.665 -0.692 -0.0849 -0.0997 0.0795 -0.5081
S -2.180 -3.551 -2.042 0.2746 -0.1070 -0.0759 0.8269
C -3.779 -3.014 -2.689 -0.1222 0.0363 -0.0240 -0.5139
C -4.674 -2.208 -1.754 -0.0641 -0.1446 -0.0669 -0.5068
S -3.781 -0.773 -1.127 0.1183 0.0318 -0.1522 0.8000
H -5.589 -0.129 0.303 -0.0021 -0.0158 -0.0056 0.0954
H -4.657 -1.450 1.006 0.0223 0.0007 -0.0219 0.0555
H -4.247 0.631 2.271 0.0166 0.0145 -0.0018 0.0951
H -3.881 1.508 0.798 0.0398 -0.0042 -0.0137 0.0846
H -2.368 -0.394 3.743 0.0023 0.0206 -0.0145 0.0920
H -0.789 -0.796 3.103 0.0003 0.0074 -0.0113 0.0742
H -3.398 -2.308 2.533 0.0028 -0.0011 0.0044 0.0685
H -2.130 -2.820 3.635 0.0083 -0.0054 -0.0048 0.0884
H -3.760 -3.306 0.556 0.0059 0.0061 0.0130 0.0331
H -3.258 -4.802 1.352 0.0156 -0.0010 0.0067 0.0990
H -3.488 -5.252 -1.025 0.0101 -0.0049 -0.0059 0.0959
H -1.796 -5.363 -0.598 0.0160 0.0263 0.0077 0.0827
H -4.305 -3.903 -3.039 -0.0120 0.0053 0.0027 0.0911
H -3.528 -2.428 -3.576 0.0305 0.0043 0.0149 0.0855
H -5.036 -2.824 -0.930 0.0223 0.0257 0.0174 0.0730
H -5.548 -1.878 -2.316 -0.0013 0.0137 0.0139 0.0923
C 2.192 -2.054 1.111 -0.0008 -0.0722 -0.0427 -0.0011
C 1.954 -0.832 0.268 0.0573 0.1334 0.0904 -0.3257
N 0.957 -0.060 0.572 0.2889 0.3207 -0.2638 -0.0878
N 0.991 1.235 0.028 -0.0155 -0.1050 -0.0591 -0.0615
C 0.194 1.781 -0.822 0.3641 -0.0488 0.1710 -1.1156
S -1.130 1.165 -1.806 0.0351 0.4299 0.2485 0.4200
S 0.489 3.505 -1.130 -0.1481 -0.0943 -0.2461 0.9109
C 2.295 3.643 -0.967 0.1073 0.0078 0.1511 -0.4072
C 2.793 4.284 0.298 0.0014 0.0826 0.0085 -0.2908
C 3.354 5.555 0.243 0.0282 0.0166 -0.0045 -0.0479
C 3.842 6.170 1.389 -0.0135 -0.0128 -0.0086 -0.0790
C 3.771 5.515 2.608 -0.0056 -0.0146 0.0178 -0.0892
C 3.206 4.247 2.673 0.0118 0.0270 0.0275 -0.0831
C 2.719 3.637 1.529 -0.0403 -0.0779 0.0038 -0.0538
C 2.761 -0.565 -0.946 0.3022 0.2144 -0.0694 -0.1575
C 3.978 0.104 -0.972 0.0029 -0.0051 0.1360 -0.0293
C 4.559 0.435 -2.186 -0.0099 -0.0164 0.0064 -0.0784
C 3.917 0.098 -3.372 -0.0198 -0.0420 -0.0142 -0.0613
C 2.714 -0.594 -3.359 0.1702 -0.0313 -0.0569 0.0003
C 2.145 -0.938 -2.144 -0.5492 -0.3281 -0.0325 -0.3254
O 0.959 -1.630 -2.076 0.9539 0.3067 -0.1653 -0.3364
H 2.416 -1.755 2.136 0.0188 0.0197 -0.0055 0.0967
H 3.026 -2.630 0.718 0.0018 -0.0024 -0.0155 0.0970
H 1.323 -2.716 1.158 -0.0326 0.0202 -0.0094 0.0359
H 2.614 4.234 -1.826 -0.0668 -0.0089 -0.0162 0.0767
H 2.684 2.636 -1.093 0.0392 -0.0533 0.0071 0.0603
H 3.415 6.070 -0.709 -0.0019 -0.0051 0.0097 0.1116
H 4.276 7.160 1.325 -0.0013 -0.0115 0.0062 0.1051
H 4.151 5.988 3.504 -0.0060 -0.0012 -0.0123 0.1028
H 3.144 3.733 3.625 0.0065 0.0068 -0.0081 0.1010
H 2.265 2.654 1.584 0.0264 0.0496 -0.0191 0.0897
H 4.453 0.391 -0.041 -0.0029 0.0190 -0.0201 0.1242
H 5.502 0.965 -2.205 -0.0058 -0.0007 -0.0133 0.1087
H 4.361 0.368 -4.321 0.0095 -0.0015 0.0132 0.1106
H 2.219 -0.881 -4.277 -0.0230 0.0152 0.0192 0.1220


> Look up the multiplicity of the first one.

1


> Which value of multiplicity does entry 2 give?

3


> Among the records above, which one has the highest multiplicity?

C24H30EuN2OS6


> Among the records above, which one has the highest multiplicity?

C24H30EuN2OS6